The following is a DFT calculation (ωB97M-V/def2-TZVPD) of C4H3O4Sn as an isolated structure.

Properties
- Energy relative to the best compared isomer or geometry (same formula, charge and spin): 0.0 kcal/mol
- Orbital gap: 0.2307 Ha
- Net charge: +1
- E_tot: -669.0538 a.u.
- LUMO energy: -6.3 eV

CARTESIAN COORDINATES (ANGSTROEM)
C 0.1456 -0.7217 -0.4485
C 0.0532 0.3947 0.2251
H -0.1530 1.3819 -0.2009
O 0.9299 -1.7804 -2.3557
C -0.0450 -1.5475 -1.4818
O -1.2102 -2.0859 -1.8576
H 1.3290 -0.9115 -2.6052
O 0.1921 0.4171 1.6078
C 0.1727 1.6013 2.2052
O 0.3714 1.5816 3.4474
Sn 0.1567 3.3988 2.8055
H -1.9425 -1.7285 -1.3412